# 1
The following is a quantum chemistry calculation of a molecular structure, C31H41MgN2O2S3Sb2Te, from the Open Molecules 2025 dataset.

Results
<S²>: 0.765
DFT total energy: -98212.6014 eV
Energy above the lowest of the compared OMol25 structures with the same formula, charge and spin: 0.640 eV
E_LUMO (alpha / beta): 4.2 / 4.2 eV
Spin multiplicity: 2
Net charge: -2

Cartesian coordinates (Å):
C (-0.654, 0.952, -2.434)
Sb (-2.722, 3.078, 1.726)
H (-1.080, 1.532, -4.463)
O (1.301, -0.431, 2.173)
C (4.860, -0.645, 0.723)
H (-9.486, -2.274, -0.776)
C (1.125, -5.410, 0.527)
H (6.078, 1.835, 1.403)
H (0.952, 0.389, -5.355)
C (4.442, 0.447, 1.691)
C (2.837, 3.833, -1.360)
H (2.974, 4.659, -0.666)
N (-0.491, -1.149, 1.011)
H (-8.859, -3.700, -1.601)
H (-9.155, -2.206, -2.511)
C (-8.807, -2.610, -1.561)
C (-4.740, 0.076, -2.767)
Sb (2.740, 1.531, 0.704)
H (-3.707, -0.266, -2.867)
C (-4.886, -1.117, -0.569)
H (-5.608, -2.221, 2.403)
C (2.166, -4.871, 1.304)
H (3.043, 4.207, -2.367)
C (1.535, -0.321, -3.408)
H (2.986, -5.517, 1.601)
C (2.132, 2.678, 3.496)
H (5.358, 1.886, 3.016)
C (-5.540, -2.014, 0.274)
H (1.634, 3.758, 1.723)
H (1.791, 3.530, -1.312)
H (-5.221, 0.073, -3.745)
C (-4.947, -2.474, 1.572)
H (5.366, 3.791, -0.085)
H (-1.517, 1.449, -2.001)
H (5.489, 3.646, -1.836)
C (0.716, 0.360, -4.296)
H (1.243, 2.048, 3.415)
C (5.202, 3.116, -0.921)
H (5.661, -1.261, 1.141)
C (3.658, 4.226, 2.245)
C (-0.968, -2.253, 0.391)
C (-0.409, 1.002, -3.802)
H (-0.771, -5.069, -0.419)
C (0.040, -4.643, 0.161)
H (5.218, -0.218, -0.214)
H (1.914, 3.488, 4.197)
S (-0.739, 2.992, 0.449)
Te (-3.094, -0.119, 0.086)
Mg (-0.374, 0.753, 1.517)
H (1.177, -6.451, 0.228)
C (1.082, -2.746, 1.314)
H (3.679, 1.929, -1.810)
H (-7.295, -3.190, 0.599)
H (4.568, 3.749, 2.605)
H (-4.805, -3.555, 1.551)
H (4.007, -1.285, 0.505)
C (-7.411, -2.138, -1.258)
H (3.398, 5.021, 2.950)
H (5.861, 2.257, -0.812)
C (-0.002, -3.311, 0.553)
C (-5.465, -0.808, -1.800)
C (0.712, -1.382, 1.556)
H (6.411, 0.549, 2.557)
S (-4.380, 1.992, 0.217)
H (-4.720, 1.094, -2.376)
H (-7.177, -1.031, -3.069)
H (2.941, 2.074, 3.909)
C (-6.788, -2.511, -0.079)
H (2.958, -3.146, 2.294)
H (-3.975, -2.004, 1.729)
C (5.638, 1.233, 2.193)
N (0.139, 0.318, -1.584)
C (-6.719, -1.308, -2.125)
O (-2.093, -2.286, -0.197)
H (2.417, -0.844, -3.756)
C (2.153, -3.549, 1.693)
H (1.810, -0.836, -1.328)
H (3.868, 4.695, 1.287)
C (1.201, -0.312, -2.061)
C (3.752, 2.673, -1.005)
S (-2.078, 1.349, 3.230)
C (2.504, 3.237, 2.133)
H (3.950, -0.024, 2.544)

These are the Löwdin partial charges, in e, on atoms 1 to 8:
1. C -0.18
2. Sb 0.20
3. H 0.09
4. O -0.20
5. C -0.18
6. H 0.07
7. C -0.14
8. H 0.05

---

# 2
The following is a quantum chemistry calculation of a molecular structure, C31H41NOP2PbSi, from the Open Molecules 2025 dataset.

Results
DFT total energy: -68048.8907 eV
E_LUMO (alpha / beta): -0.3 / -1.1 eV

Cartesian coordinates (Å):
H (-0.310, -0.576, -4.810)
C (2.583, -1.272, 3.526)
C (2.867, -1.045, 4.883)
H (-2.919, -0.058, -2.762)
C (-2.702, -1.535, 3.050)
H (5.614, -3.034, 5.189)
P (1.231, -0.402, 2.673)
H (-3.516, -3.467, 3.579)
C (-1.543, -0.791, 2.830)
H (-0.712, -1.738, -3.489)
H (-2.665, 3.138, 2.585)
H (2.934, 1.883, 2.736)
H (-1.280, -4.563, 3.727)
C (-0.277, -1.376, 3.038)
H (0.949, -1.104, -3.632)
C (-0.387, 4.217, 0.304)
H (-1.620, 0.243, 2.470)
H (1.166, 4.401, 5.751)
C (-1.290, -4.275, -0.226)
C (3.385, -2.157, 2.774)
C (-2.333, 0.820, -3.068)
Si (3.092, 0.265, -0.897)
H (4.036, -0.493, -0.006)
C (1.149, -5.297, -1.148)
H (-2.694, 1.697, -2.511)
C (4.754, -2.550, 4.727)
H (0.174, -7.232, -1.067)
H (3.469, 0.021, -2.340)
C (4.468, -2.791, 3.378)
C (1.085, 1.151, 3.623)
H (1.876, -3.257, -1.145)
H (-0.240, 5.162, 0.846)
C (3.384, 2.110, -0.561)
C (2.125, 2.093, 3.443)
C (-0.194, -2.747, 3.327)
H (-1.090, 4.407, -0.516)
C (-0.969, 3.155, 1.221)
C (0.070, -6.158, -0.899)
C (-0.212, -3.333, -0.494)
H (2.930, 2.714, -1.363)
Pb (0.379, 0.141, -0.072)
H (-0.349, 3.117, 2.144)
H (-2.471, 4.666, 1.694)
H (2.091, -5.721, -1.504)
C (1.127, 3.506, 5.132)
H (3.163, -2.326, 1.717)
C (-2.607, -2.883, 3.411)
H (-3.679, -1.061, 2.922)
H (4.473, 2.274, -0.562)
C (-1.355, -3.494, 3.515)
P (-0.571, 0.536, -2.676)
H (4.184, -1.502, 6.531)
C (2.145, 3.262, 4.202)
H (2.962, 3.974, 4.085)
C (-0.114, -0.859, -3.765)
H (1.342, 1.837, -3.455)
H (5.096, -3.469, 2.803)
H (-2.225, -3.855, 0.153)
O (-1.005, 1.871, 0.661)
H (0.573, 3.922, -0.128)
C (0.251, 1.974, -3.457)
H (-0.737, 2.807, 5.978)
H (-1.973, -6.310, -0.232)
N (-0.433, -2.060, -0.321)
C (1.036, -3.933, -0.955)
C (-1.144, -5.632, -0.429)
C (-2.379, 3.572, 1.621)
H (-0.121, 2.070, -4.487)
H (0.787, -3.224, 3.402)
H (2.256, -0.359, 5.473)
C (0.069, 2.606, 5.270)
C (0.047, 1.428, 4.523)
H (0.006, 2.884, -2.889)
H (-2.445, 0.988, -4.151)
H (-0.769, 0.718, 4.674)
H (2.974, 2.432, 0.413)
C (3.955, -1.686, 5.481)
H (-3.099, 3.220, 0.870)

These are the Löwdin partial charges, in e, on atoms 1 to 8:
1. H 0.05
2. C -0.37
3. C -0.07
4. H 0.05
5. C -0.07
6. H 0.10
7. P 0.98
8. H 0.10

---

# 3
The following is a quantum chemistry calculation of a molecular structure, C31H41OsS5Sb, from the Open Molecules 2025 dataset.

Results
DFT total energy: -95980.2336 eV
E_LUMO (alpha / beta): -6.2 / -6.2 eV
Net charge: +2

Cartesian coordinates (Å):
H (0.993, 4.226, 3.555)
C (-0.574, -0.792, 2.522)
C (-2.813, -0.998, -1.550)
H (-4.159, -2.918, 2.745)
H (-3.248, 0.449, 1.147)
H (0.076, -3.290, 3.604)
C (2.279, 5.683, 0.779)
C (-3.285, -3.573, 2.795)
H (-1.791, -1.632, -3.342)
S (-0.113, -1.726, -1.709)
H (1.079, -3.198, 1.466)
H (-2.496, -3.106, 5.372)
C (7.061, 2.818, -3.260)
H (-1.046, -4.584, 3.981)
H (-3.799, -1.059, -2.013)
C (4.836, -2.085, 1.409)
C (4.129, 0.194, 1.133)
C (7.370, 2.116, -2.103)
H (5.182, -2.709, 3.431)
H (-2.907, 2.713, -0.909)
H (-3.126, -4.010, 1.803)
H (-1.939, -1.949, 1.278)
H (-0.079, -1.127, 3.438)
H (0.106, 1.179, 3.079)
H (-1.422, -1.746, 5.083)
C (4.880, -1.894, 2.785)
H (1.967, -2.422, 0.168)
C (-0.800, 0.701, 2.698)
C (5.060, 2.188, -1.469)
H (4.001, 1.369, 2.943)
Sb (3.531, 1.674, -0.180)
C (5.752, 3.202, -3.527)
C (-2.046, -2.812, 3.270)
C (4.201, 0.398, 2.509)
H (-1.017, -3.163, 0.004)
C (-0.023, -2.965, -0.390)
C (2.866, 4.573, 0.187)
H (4.420, -1.193, -0.498)
S (1.868, 0.829, -1.617)
Os (-0.107, 0.284, -0.529)
H (-4.213, 1.536, -0.886)
C (6.369, 1.798, -1.197)
H (6.615, 1.257, -0.290)
H (-2.117, -2.940, -2.216)
H (-0.699, -4.225, 2.301)
H (4.634, -0.506, 4.404)
C (4.458, -1.041, 0.577)
C (1.504, 4.317, 2.605)
H (-3.524, -4.390, 3.478)
S (-1.123, 1.624, 1.175)
H (-3.150, -1.609, 4.712)
C (-1.852, -1.617, 2.311)
C (2.075, 3.199, 2.013)
C (1.604, 5.555, 1.986)
C (-1.831, -1.890, -2.283)
C (2.760, 3.329, 0.807)
H (5.520, 3.744, -4.434)
H (7.846, 3.066, -3.963)
H (3.414, 4.690, -0.740)
H (-1.596, 0.903, 3.416)
H (-2.705, -0.959, 2.493)
C (4.739, 2.885, -2.635)
H (1.160, 6.426, 2.449)
H (3.717, 3.163, -2.861)
S (-2.162, 0.678, -1.749)
H (5.112, -3.042, 0.984)
H (-2.902, -1.247, -0.495)
C (-3.162, 1.687, -0.639)
C (4.570, -0.657, 3.334)
H (0.349, -3.888, -0.836)
C (-2.908, 1.431, 0.833)
H (-3.434, 2.185, 1.420)
H (1.988, 2.233, 2.497)
H (2.357, 6.651, 0.301)
H (8.391, 1.815, -1.906)
C (0.981, -2.502, 0.635)
C (-0.854, -3.768, 3.282)
C (-2.290, -2.283, 4.687)
S (0.771, -0.838, 1.271)

These are the Löwdin partial charges, in e, on atoms 1 to 8:
1. H 0.11
2. C -0.54
3. C -0.47
4. H 0.09
5. H 0.07
6. H 0.08
7. C -0.05
8. C -0.04

---

no.,strongest force on any atom (Eh/bohr)
1,0.02587
2,0.02700
3,0.03223